Below is a structure of composition C22H35ClCuO2P2 in a non-equilibrium geometry, with properties calculated with wB97M-V/def2-TZVPD.

The geometry in XYZ format:
```
63
Properties=species:S:1:pos:R:3:lowdin_charge:R:1
P 1.18508 0.37025 2.74241 0.882
P -1.45355 -0.58175 -1.62219 1.061
C 1.15920 0.05266 0.88990 -0.334
C -0.09484 0.38832 0.14383 -0.275
H 1.36038 -0.99180 0.69574 0.076
H 2.04702 0.61289 0.51040 0.046
H -0.98986 -0.04615 0.63315 0.015
H -0.37717 1.48446 -0.08935 0.054
C -0.95250 -0.61300 -3.39370 -0.341
H -1.22152 -1.57255 -3.84256 0.038
H 0.14447 -0.52874 -3.41237 0.011
H -1.38475 0.20196 -3.98264 0.030
C -2.89990 0.57209 -1.69472 -0.309
H -2.97767 1.08113 -2.67459 0.034
H -2.68588 1.28745 -0.88141 0.032
H -3.80844 0.00261 -1.47388 0.037
C 2.89833 0.74504 3.14197 -0.178
H 3.04371 0.55480 4.20596 0.057
H 3.17312 1.78549 2.93858 0.066
H 3.58753 0.10200 2.58813 0.071
C 0.18643 1.73386 3.28767 -0.178
H -0.85511 1.62978 2.96357 0.073
H 0.53605 2.71567 2.93607 0.064
H 0.19815 1.74877 4.38983 0.070
Cu 1.01223 1.16236 -1.58708 0.278
C -0.07261 2.47430 -2.49731 -0.248
C 0.87996 1.93105 -3.38539 -0.213
C 2.27781 2.42502 -3.55253 -0.209
C 2.84413 3.13259 -2.32037 -0.181
C 2.48044 2.41356 -1.04636 -0.236
C 1.52683 2.89062 -0.16668 -0.192
C 0.50796 3.90601 -0.49825 -0.203
C -0.06177 3.83527 -1.92099 -0.180
C 0.65786 -1.23386 3.31441 -0.164
H -1.04001 1.98436 -2.36580 0.055
H 0.50610 1.30031 -4.18772 0.088
H 2.37263 3.06507 -4.42206 0.107
H 2.91837 1.55083 -3.73450 0.116
H 3.93627 3.13155 -2.39222 0.114
H 2.54333 4.17673 -2.33010 0.105
H 3.24048 1.71043 -0.70821 0.097
H 1.59416 2.64641 0.87994 0.069
H 0.90994 4.91225 -0.33496 0.113
H -0.31929 3.82246 0.21112 0.103
H -1.09733 4.20194 -1.90264 0.117
H 0.47815 4.53708 -2.55145 0.107
H -0.43267 -1.24887 3.17538 0.072
H 0.94243 -1.33922 4.36552 0.060
H 1.12920 -2.00501 2.68727 0.079
Cl -3.72997 -7.86832 2.31989 0.653
C -2.91220 -6.43474 1.86373 -0.696
C -1.62798 -6.50677 1.29098 -0.106
C -1.02445 -5.33198 0.85680 -0.018
C -1.71908 -4.11926 0.99360 -0.148
C -2.97195 -4.05049 1.58602 -0.034
C -3.59687 -5.21004 2.01929 -0.106
C -1.06358 -2.82512 0.61373 -0.695
O 0.02385 -2.94341 -0.00083 -0.057
O -1.75123 -1.81518 0.97339 -0.165
H -1.12877 -7.45979 1.18416 0.096
H -0.02926 -5.34605 0.41604 0.113
H -3.43122 -3.07406 1.70504 0.110
H -4.59020 -5.13323 2.44936 0.098
```

Properties
* relative energy (zero: lowest compared OMol25 entry of this formula, charge and spin): 16.21 kcal/mol
* total charge: 0
* multiplicity: 2
* strongest force on any atom: 3.6 eV Å⁻¹
* Kohn-Sham gap (spin up / spin down): 4.5 / 7.0 eV
* <S²>: 0.761